Record 1
{
  "formula": "C14H22N4OPrS3Sb",
  "method": "the ωB97M-V functional and the def2-TZVPD basis",
  "species": ["Pr", "C", "C", "O", "N", "C", "C", "C", "C", "C", "C", "N", "H", "H", "H", "H", "H", "H", "H", "H", "H", "H", "S", "Sb", "S", "S", "C", "C", "N", "C", "C", "N", "C", "C", "H", "H", "H", "H", "H", "H", "H", "H", "H", "H", "H", "H"],
  "coordinates": [[7.33, 10.78, 5.10], [11.95, 11.47, 3.85], [10.70, 11.78, 4.61], [9.74, 10.95, 4.59], [10.67, 12.97, 5.23], [9.60, 13.35, 6.16], [8.46, 14.04, 5.44], [8.40, 15.44, 5.51], [7.33, 16.11, 4.92], [6.30, 15.36, 4.31], [6.37, 13.99, 4.38], [7.42, 13.34, 4.95], [12.16, 10.41, 3.98], [12.80, 12.06, 4.18], [11.77, 11.70, 2.79], [11.47, 13.57, 5.21], [10.00, 14.03, 6.92], [9.24, 12.45, 6.68], [9.19, 15.99, 6.02], [7.32, 17.19, 4.89], [5.45, 15.86, 3.82], [5.61, 13.34, 3.97], [4.06, 8.89, 7.80], [4.74, 11.05, 7.37], [4.59, 10.90, 4.89], [7.21, 11.02, 7.75], [8.90, 7.51, 4.82], [8.85, 5.97, 4.81], [7.49, 5.42, 4.83], [6.89, 5.95, 6.04], [6.96, 7.48, 6.15], [7.54, 8.11, 4.93], [6.77, 7.58, 3.77], [6.80, 6.03, 3.69], [9.35, 7.82, 3.88], [9.53, 7.88, 5.65], [9.43, 5.58, 5.65], [9.36, 5.63, 3.89], [7.39, 5.48, 6.89], [5.85, 5.64, 6.09], [7.59, 7.78, 7.01], [5.93, 7.88, 6.33], [7.19, 7.99, 2.85], [5.72, 7.93, 3.87], [7.35, 5.75, 2.79], [5.79, 5.59, 3.60]],
  "mulliken_charge": [1.108, -1.210, 0.557, -0.482, 0.027, -1.217, 1.074, -0.795, -0.281, -0.912, 0.028, 0.125, 0.332, 0.384, 0.284, 0.280, 0.554, 0.040, 0.394, 0.410, 0.393, 0.409, -0.269, 0.586, -0.558, -0.445, -0.607, -0.875, -0.137, -0.842, 0.273, 0.123, -0.572, -0.782, 0.453, 0.392, 0.283, 0.348, 0.325, 0.339, 0.611, -0.646, 0.477, 0.404, 0.299, 0.319],
  "charge": 1,
  "multiplicity": 4,
  "s2": 3.760,
  "lumo_energy_ha": [-0.1117, -0.1752],
  "homo_energy_ev": [-10.7417, -10.7093],
  "orbital_gap_ha": [0.283, 0.218],
  "energy_ha": -2792.6873
}


Record 2
{
  "formula": "C14H22O",
  "method": "the ωB97M-V functional and the def2-TZVPD basis",
  "species": ["C", "C", "C", "O", "C", "C", "C", "C", "C", "C", "C", "C", "C", "C", "C", "H", "H", "H", "H", "H", "H", "H", "H", "H", "H", "H", "H", "H", "H", "H", "H", "H", "H", "H", "H", "H", "H"],
  "coordinates": [[-2.50, -1.47, 1.66], [-2.33, -0.50, 0.79], [-1.32, 0.58, 0.96], [-1.18, 0.99, 2.33], [-1.72, 1.76, -0.08], [-0.69, 1.23, -1.06], [0.34, 2.26, -1.38], [1.11, 2.44, -0.08], [1.24, 1.04, 0.41], [1.69, 0.95, 1.85], [-0.08, 0.33, 0.09], [0.11, -1.23, 0.08], [0.77, -1.93, -0.92], [0.64, -3.45, -1.01], [1.53, -1.43, -2.03], [-3.07, -2.37, 1.45], [-2.15, -1.61, 2.63], [-2.69, -0.67, -0.23], [-1.90, 0.62, 2.84], [-1.56, 2.77, 0.24], [-2.80, 1.76, -0.39], [-1.22, 0.74, -1.90], [-0.30, 3.17, -1.67], [0.97, 1.90, -2.20], [2.12, 2.94, -0.24], [0.57, 2.96, 0.61], [2.01, 0.47, -0.16], [2.72, 1.15, 1.77], [1.56, -0.03, 2.14], [1.16, 1.74, 2.29], [-0.10, -1.64, 1.05], [-0.12, -3.69, -0.26], [0.35, -3.87, -2.00], [1.47, -3.95, -0.55], [2.62, -1.71, -1.84], [1.27, -1.96, -3.08], [1.48, -0.32, -2.12]],
  "mulliken_charge": [-0.795, -0.526, 0.688, -0.512, -1.555, 0.017, -0.931, -1.274, 0.277, -2.004, 1.861, -1.415, 0.867, -1.513, -1.067, 0.267, 0.327, 0.262, 0.419, 0.380, 0.305, 0.359, 0.432, 0.334, 0.364, 0.381, 0.516, 0.555, 0.400, 0.400, 0.575, 0.324, 0.352, 0.340, 0.267, 0.348, -0.025],
  "lumo_energy_ha": 0.0320,
  "smiles": "C=C[C@]1(O)C[C@H]2CC[C@@H](C)[C@]21C=C(C)C",
  "homo_energy_ev": -8.3269,
  "orbital_gap_ha": 0.338,
  "energy_ha": -621.7509
}


Record 3
{
  "formula": "C14H22O",
  "method": "the ωB97M-V functional and the def2-TZVPD basis",
  "species": ["C", "C", "C", "C", "C", "C", "C", "C", "C", "C", "C", "C", "C", "C", "O", "H", "H", "H", "H", "H", "H", "H", "H", "H", "H", "H", "H", "H", "H", "H", "H", "H", "H", "H", "H", "H", "H"],
  "coordinates": [[-1.03, -0.73, -0.35], [-0.63, -0.70, 0.82], [-1.18, -0.66, -1.67], [-1.16, 0.57, -2.46], [1.67, -0.59, 2.95], [0.31, -1.21, 3.10], [2.31, -0.86, 1.58], [-0.81, -0.62, 2.22], [1.66, -0.15, 0.47], [-1.15, 0.80, 2.70], [1.45, 1.30, 0.26], [1.94, -0.82, -0.94], [-2.82, 1.07, -4.08], [-1.49, 0.44, -3.93], [-1.11, 1.61, -1.89], [-1.35, -1.57, -2.20], [1.67, 0.49, 3.09], [2.34, -1.00, 3.77], [0.44, -2.38, 3.22], [0.04, -0.98, 4.17], [3.39, -0.46, 1.47], [2.36, -1.90, 1.39], [-1.62, -1.23, 2.41], [-1.73, 1.25, 1.88], [-0.21, 1.25, 3.04], [-1.75, 0.95, 3.59], [1.25, 1.86, 1.12], [0.79, 1.59, -0.53], [2.40, 1.74, -0.18], [2.93, -0.65, -1.20], [1.39, -0.45, -1.86], [1.80, -1.91, -0.95], [-3.74, 0.48, -3.62], [-2.95, 1.91, -3.43], [-3.08, 1.17, -5.11], [-0.82, 0.98, -4.58], [-1.51, -0.57, -4.27]],
  "mulliken_charge": [0.273, -0.468, -0.806, 0.764, -0.746, -0.860, -0.759, 0.537, 0.963, -1.402, -1.111, -1.737, -1.230, -0.255, -0.614, 0.324, 0.309, 0.331, 0.296, 0.334, 0.380, 0.358, 0.503, 0.403, 0.247, 0.381, 0.345, 0.089, 0.376, 0.565, 0.242, 0.349, 0.251, 0.350, 0.383, 0.307, 0.328],
  "multiplicity": 3,
  "s2": 2.020,
  "lumo_energy_ha": [0.0332, -0.0564],
  "homo_energy_ev": [-5.8594, -9.1087],
  "orbital_gap_ha": [0.249, 0.278],
  "energy_ha": -621.6393
}


Record 4
{
  "formula": "C14H22O11",
  "method": "the ωB97M-V functional and the def2-TZVPD basis",
  "species": ["O", "C", "C", "O", "H", "H", "H", "H", "C", "C", "C", "O", "C", "O", "O", "H", "H", "H", "H", "H", "H", "C", "C", "C", "O", "C", "O", "O", "H", "H", "H", "H", "H", "H", "C", "C", "C", "O", "C", "O", "O", "H", "H", "H", "H", "H", "H"],
  "coordinates": [[7.57, 12.81, 19.91], [6.43, 11.93, 20.02], [5.87, 11.31, 21.42], [5.22, 12.07, 22.42], [6.40, 11.07, 19.36], [5.50, 12.42, 19.74], [6.43, 10.50, 21.88], [5.21, 10.57, 20.98], [3.79, 10.47, 19.35], [2.42, 10.65, 18.60], [1.51, 11.76, 19.21], [1.42, 12.74, 18.23], [1.89, 12.29, 17.07], [1.93, 12.93, 16.05], [2.54, 11.14, 17.25], [4.36, 11.34, 19.65], [4.26, 9.56, 18.97], [3.48, 10.00, 20.28], [1.82, 9.74, 18.55], [1.94, 12.28, 20.07], [0.45, 11.56, 19.28], [5.79, 11.40, 24.25], [4.55, 10.53, 24.67], [3.57, 10.20, 23.49], [3.17, 8.89, 23.86], [4.01, 8.32, 24.76], [3.93, 7.14, 25.09], [4.82, 9.21, 25.16], [6.55, 11.57, 25.02], [5.58, 12.36, 23.79], [6.27, 10.76, 23.50], [3.87, 10.93, 25.42], [3.97, 10.40, 22.50], [2.67, 10.81, 23.42], [7.78, 8.43, 20.84], [6.90, 8.51, 19.53], [7.09, 9.71, 18.56], [7.93, 9.12, 17.68], [7.88, 7.83, 17.57], [8.19, 7.13, 16.65], [7.39, 7.50, 18.76], [8.77, 8.86, 20.74], [7.70, 7.41, 21.24], [7.21, 9.11, 21.47], [5.86, 8.47, 19.85], [7.73, 10.45, 19.04], [6.14, 10.09, 18.19]],
  "mulliken_charge": [-1.011, -0.869, 0.692, -0.466, 0.166, 0.650, -0.200, -0.406, -1.244, 0.217, -0.478, -0.367, 0.671, -0.598, -0.418, 0.479, 0.198, 0.184, 0.394, 0.289, 0.290, -1.176, 0.471, 0.715, -0.391, 0.698, -0.688, -0.368, 0.442, 0.292, 0.072, 0.202, -0.625, 0.243, -0.803, 0.668, -0.177, -0.427, 0.658, -0.639, -0.458, 0.326, 0.395, -0.239, 0.169, 0.231, 0.235],
  "charge": -2,
  "lumo_energy_ha": 0.1657,
  "homo_energy_ev": -0.0853,
  "orbital_gap_ha": 0.169,
  "energy_ha": -1374.0317
}


Record 5
{
  "formula": "C14H22O2Se2Zr",
  "method": "the ωB97M-V functional and the def2-TZVPD basis",
  "species": ["Zr", "C", "C", "C", "C", "C", "C", "C", "C", "C", "H", "H", "H", "H", "H", "H", "H", "H", "H", "H", "H", "H", "O", "C", "C", "C", "O", "C", "Se", "C", "Se", "H", "H", "H", "H", "H", "H", "H", "H", "H", "H"],
  "coordinates": [[-0.08, -0.54, -0.19], [3.41, -0.24, 1.12], [2.28, -1.20, 0.86], [1.30, -1.44, 1.85], [0.28, -2.40, 1.68], [-0.68, -2.73, 2.78], [0.21, -3.05, 0.43], [1.16, -2.84, -0.58], [1.08, -3.59, -1.88], [2.18, -1.90, -0.35], [3.65, -0.19, 2.18], [3.17, 0.76, 0.76], [4.30, -0.56, 0.57], [1.37, -0.91, 2.79], [-1.57, -2.10, 2.74], [-0.21, -2.58, 3.75], [-1.00, -3.77, 2.70], [-0.58, -3.78, 0.26], [0.46, -3.06, -2.61], [0.64, -4.58, -1.73], [2.07, -3.71, -2.32], [2.93, -1.74, -1.12], [0.33, 1.32, 0.76], [-0.33, 2.57, 0.33], [-1.39, 2.36, -0.74], [-1.93, 3.80, -0.97], [-2.89, 3.70, -1.98], [-0.87, 1.91, -2.12], [0.56, 0.52, -2.37], [-2.63, 1.55, -0.30], [-2.47, -0.27, 0.53], [0.90, 1.47, 1.53], [0.46, 3.22, -0.04], [-0.78, 2.99, 1.23], [-1.09, 4.45, -1.26], [-2.35, 4.18, -0.03], [-3.27, 4.56, -2.18], [-0.42, 2.76, -2.64], [-1.69, 1.56, -2.73], [-3.27, 1.39, -1.15], [-3.19, 2.10, 0.44]],
  "mulliken_charge": [0.722, -1.757, 1.306, -0.637, 0.583, -1.322, -0.583, 0.629, -1.545, -0.724, 0.436, 0.298, 0.455, 0.598, 0.215, 0.414, 0.425, 0.563, 0.297, 0.430, 0.408, 0.580, -0.229, -0.950, 0.975, -1.411, -0.494, -1.010, -0.212, -1.084, -0.232, 0.287, 0.484, 0.506, 0.518, 0.494, 0.352, 0.532, 0.541, 0.596, 0.545],
  "charge": 2,
  "lumo_energy_ha": -0.2897,
  "homo_energy_ev": -15.4981,
  "orbital_gap_ha": 0.280,
  "energy_ha": -5546.5483
}